# 1
Entry from OMol25: a molecular structure, C28H22BrClFeNOP in a non-equilibrium geometry (the ωB97M-V functional and the def2-TZVPD basis).

The value obtained for the maximum force is 1.16 eV Å⁻¹. The gap between HOMO and LUMO (spin up / spin down) is 7.480 / 7.369 eV. The calculation puts the HOMO energy (spin up / spin down) at -0.2903 / -0.2982 hartree. The spin multiplicity is 5.

The geometry in XYZ format:
```
56
Properties=species:S:1:pos:R:3:lowdin_charge:R:1
Fe 0.184 -0.454 -1.866 0.197
O -5.086 -1.454 -2.367 0.071
C -3.899 -1.767 -1.788 -0.315
C -3.699 -2.944 -1.078 -0.009
C -2.457 -3.150 -0.505 -0.126
N -1.448 -2.285 -0.624 0.014
C -1.637 -1.176 -1.349 -0.365
Br -0.516 1.215 -3.289 0.256
C -2.858 -0.864 -1.924 -0.052
H -5.711 -2.176 -2.240 0.109
H -4.493 -3.674 -0.967 0.112
H -2.265 -4.040 0.086 0.113
H -3.007 0.056 -2.476 0.078
C -0.614 -2.126 4.169 -0.082
C -0.024 -2.734 3.067 -0.071
C 0.136 -2.028 1.886 -0.094
C -0.298 -0.704 1.799 -0.329
C -0.891 -0.098 2.903 -0.083
C -1.050 -0.813 4.085 -0.078
P 0.159 0.240 0.316 1.091
C -0.793 1.783 0.398 -0.350
C -0.170 3.024 0.361 -0.069
C -0.936 4.184 0.339 -0.069
C -2.321 4.106 0.342 -0.076
C -2.947 2.865 0.367 -0.068
C -2.186 1.709 0.386 -0.103
C 1.870 0.716 0.676 -0.300
C 2.365 1.147 1.874 -0.064
C 3.714 1.562 1.955 -0.069
C 4.521 1.521 0.850 -0.024
C 4.036 1.049 -0.395 -0.162
C 4.841 0.956 -1.558 -0.037
C 4.304 0.488 -2.723 -0.068
C 2.945 0.093 -2.795 -0.122
C 2.131 0.147 -1.697 -0.236
C 2.684 0.641 -0.479 -0.198
H -0.731 -2.677 5.093 0.103
H 0.319 -3.758 3.130 0.106
H 0.593 -2.497 1.024 0.085
H -1.232 0.927 2.845 0.104
H -1.507 -0.334 4.942 0.104
H 0.911 3.091 0.350 0.109
H -0.446 5.149 0.306 0.106
H -2.912 5.013 0.316 0.104
H -4.028 2.799 0.359 0.107
H -2.673 0.742 0.394 0.104
H 1.735 1.171 2.757 0.111
H 4.105 1.917 2.901 0.103
H 5.554 1.846 0.918 0.113
H 5.880 1.262 -1.506 0.111
H 4.922 0.419 -3.610 0.104
H 2.561 -0.248 -3.750 0.088
Cl 1.484 -3.056 -1.954 0.511
C 0.416 -2.143 -3.056 -0.610
H -0.488 -2.713 -3.225 0.010
H 0.953 -1.923 -3.972 0.005
```

---

# 2
Entry from OMol25: a gas-phase ion, C20H23N4O3 (charge -1) in a non-equilibrium geometry (the ωB97M-V functional and the def2-TZVPD basis).

Its energy above the lowest of the compared OMol25 structures with the same formula, charge and spin is 0.0 kcal/mol. The value obtained for the maximum force is 3.20 eV Å⁻¹. The gap between HOMO and LUMO is 5.673 eV. Its charge is -1. The calculation puts the HOMO energy at -0.1106 hartree. The spin multiplicity is 1.

The geometry in XYZ format:
```
50
Properties=species:S:1:pos:R:3:lowdin_charge:R:1
C 2.314 -2.846 4.180 -0.063
C 2.669 -1.700 3.316 -0.334
C 3.506 -0.549 3.833 -0.090
C 4.092 0.172 2.575 -0.347
O 3.434 0.617 1.586 -0.024
N 5.441 0.398 2.534 -0.148
C 5.938 1.400 1.583 -0.062
C 6.471 -0.467 3.148 -0.053
N 2.106 -1.519 2.180 -0.029
N 1.067 -2.179 1.769 0.017
C 0.067 -1.260 1.477 -0.572
N 0.496 0.029 1.294 0.130
C -0.339 1.130 1.274 -0.215
C 0.209 2.433 1.127 -0.044
C -0.602 3.582 1.263 -0.116
C -1.994 3.432 1.496 -0.144
C -2.560 2.150 1.522 -0.109
C -1.726 1.020 1.496 -0.024
O -1.081 -1.690 1.432 -0.025
H 3.070 -3.643 4.107 0.064
H 2.189 -2.591 5.251 0.077
H 1.407 -3.277 3.740 0.061
H 4.310 -0.919 4.529 0.141
H 5.252 2.269 1.512 0.091
H 6.943 1.760 1.877 0.084
H 6.004 0.964 0.570 0.090
H 6.079 -1.487 3.197 0.084
H 7.365 -0.477 2.497 0.086
H 6.725 -0.132 4.173 0.088
H 1.505 0.201 1.248 0.103
H 1.287 2.549 0.975 0.095
H -0.136 4.584 1.183 0.090
H -2.614 4.325 1.637 0.080
H -3.656 2.034 1.589 0.096
H -2.164 0.039 1.663 0.088
C 2.314 4.591 7.490 -0.073
C 2.397 3.835 6.160 -0.278
C 2.282 4.592 4.993 -0.093
C 2.178 3.956 3.773 -0.073
C 2.489 2.597 3.671 -0.019
C 2.561 1.751 4.773 -0.238
O 2.567 0.381 4.628 -0.021
C 2.551 2.420 6.049 0.039
H 2.167 3.877 8.303 0.063
H 3.157 5.260 7.756 0.075
H 1.440 5.268 7.445 0.075
H 2.199 5.676 5.068 0.104
H 1.908 4.567 2.913 0.097
H 2.635 2.220 2.686 0.066
H 2.768 1.926 7.005 0.107
```

---

# 3
Entry from OMol25: 3 unconnected molecules or ions with the total composition C4H14O3 in a non-equilibrium geometry (the ωB97M-V functional and the def2-TZVPD basis).

Its energy above the lowest of the compared OMol25 structures with the same formula, charge and spin is 32.6 kcal/mol. The value obtained for the maximum force is 2.21 eV Å⁻¹. The gap between HOMO and LUMO is 10.524 eV. The calculation puts the HOMO energy at -0.3647 hartree. The spin multiplicity is 1.

The geometry in XYZ format:
```
21
Properties=species:S:1:pos:R:3:lowdin_charge:R:1
O -2.565 -1.294 1.014 -0.054
H -1.781 -1.126 1.537 0.024
H -3.242 -1.504 1.658 0.029
C -1.027 2.408 -3.370 -0.102
C -2.555 2.412 -3.321 -0.346
O -3.085 2.214 -2.061 -0.065
H -0.574 3.223 -2.805 0.064
H -0.657 2.626 -4.371 0.070
H -0.532 1.538 -2.938 0.071
H -2.756 1.535 -3.936 0.102
H -3.002 3.314 -3.740 0.118
H -2.776 1.412 -1.633 0.087
C 3.151 -2.335 1.854 -0.093
C 2.772 -1.450 3.013 -0.305
O 1.453 -1.861 3.486 -0.100
H 2.370 -2.353 1.094 0.072
H 3.244 -3.371 2.180 0.077
H 4.053 -2.013 1.332 0.075
H 2.830 -0.369 2.886 0.105
H 3.458 -1.630 3.840 0.100
H 1.222 -1.376 4.281 0.070
```

---

# 4
Entry from OMol25: 2 unconnected molecules or ions with the total composition C18H24N3S2 in a non-equilibrium geometry (the ωB97M-V functional and the def2-TZVPD basis).

The value obtained for the maximum force is 1.72 eV Å⁻¹. The gap between HOMO and LUMO is 5.411 eV. Its charge is +1. The calculation puts the HOMO energy at -0.3977 hartree. The spin multiplicity is 1.

The geometry in XYZ format:
```
47
Properties=species:S:1:pos:R:3:lowdin_charge:R:1
C 2.425 2.366 -2.347 -0.039
C 2.545 1.043 -2.787 -0.039
C 2.514 -0.024 -1.878 -0.017
C 2.414 0.207 -0.487 -0.308
C 2.235 -0.876 0.496 -0.761
S 2.057 -0.479 2.149 1.053
C 1.154 -1.831 2.994 -0.402
C 0.216 -2.720 2.196 -0.268
C 0.870 -3.410 1.016 -0.392
S 2.121 -2.503 0.011 1.046
C 2.477 1.553 -0.055 -0.045
C 2.403 2.600 -0.970 -0.066
H 2.313 3.204 -3.058 0.133
H 2.588 0.852 -3.862 0.120
H 2.488 -1.050 -2.255 0.102
H 1.913 -2.436 3.509 0.097
H 0.574 -1.258 3.737 0.094
H -0.150 -3.502 2.880 0.135
H -0.668 -2.161 1.875 0.125
H 1.400 -4.309 1.373 0.095
H 0.108 -3.693 0.270 0.095
H 2.517 1.793 1.010 0.097
H 2.304 3.624 -0.598 0.127
C 5.302 3.609 -1.028 -0.175
C 5.984 2.403 -1.057 -0.080
N 6.524 2.233 0.193 -0.091
C 7.448 1.175 0.632 -0.088
C 6.717 0.122 1.454 -0.348
C 7.612 -1.103 1.720 -0.125
C 6.660 -2.307 1.765 -0.144
C 5.277 -1.731 1.409 -0.246
N 5.532 -0.429 0.849 -0.014
C 6.093 3.281 0.973 -0.156
N 5.386 4.133 0.241 0.047
H 4.760 4.072 -1.840 0.092
H 6.052 1.664 -1.838 0.115
H 7.956 0.754 -0.247 0.136
H 8.209 1.623 1.285 0.138
H 6.430 0.616 2.412 0.150
H 8.312 -1.250 0.888 0.115
H 8.208 -0.963 2.625 0.119
H 6.971 -3.076 1.060 0.108
H 6.626 -2.776 2.747 0.107
H 4.696 -2.347 0.719 0.067
H 4.699 -1.637 2.345 0.089
H 4.733 0.186 0.748 0.080
H 6.344 3.306 2.026 0.125
```